(1)
Below is 2 unconnected molecules or ions with the total composition C3H12N2OS2 at a distorted geometry, with properties calculated with ωB97M-V/def2-TZVPD.

Last column: natural (NBO) charge in e.
Positions of all 20 atoms, in Å:
S  2.212  -0.070  -1.744  0.12
S  1.603  1.768  -2.345  -0.13
O  -0.761  3.436  0.575  -0.91
N  -1.652  -2.063  -0.186  -0.84
N  -0.064  -0.164  1.632  -0.87
C  -0.797  -0.940  -0.537  -0.22
C  0.387  -0.889  0.465  -0.06
C  1.739  -0.288  -0.042  -0.60
H  -0.592  2.491  0.503  0.45
H  2.520  -0.961  0.398  0.24
H  -2.494  -2.201  -0.737  0.37
H  -1.435  -0.055  -0.516  0.18
H  -1.318  3.411  1.366  0.46
H  1.990  0.623  0.501  0.25
H  0.564  -1.942  0.685  0.20
H  -0.258  -0.649  2.485  0.39
H  -0.293  -1.057  -1.569  0.17
H  0.265  1.736  -2.155  0.12
H  -1.097  -2.903  -0.328  0.34
H  -0.519  0.717  1.547  0.35

Calculated total energy: -30002.901 eV
E_LUMO: 0.0206 Ha
Gap between HOMO and LUMO: 9.050 eV
ΔE to the lowest compared entry with this formula, charge and spin: 0.763 eV
Total charge: 0
SMILES: NC[C@H](N)CSS.O

(2)
Below is C31H25F2N5O7S in the gas phase, with properties calculated with ωB97M-V/def2-TZVPD.

Last column: natural (NBO) charge in e.
Positions of all 71 atoms, in Å:
S  2.100  3.884  1.135  2.33
F  7.715  0.148  0.999  -0.31
F  8.275  -3.000  -2.432  -0.31
O  2.037  4.910  2.127  -0.92
O  -0.608  -2.596  3.388  -0.68
O  4.313  -3.054  0.060  -0.47
O  3.212  2.965  1.160  -0.95
O  -8.598  -1.617  -0.489  -0.47
O  -4.441  -1.230  -2.211  -0.48
O  0.650  -4.429  3.231  -0.58
N  -7.059  -0.493  0.783  -0.54
N  1.632  0.896  0.556  -0.61
N  2.139  4.663  -0.340  -0.85
N  -6.527  -1.426  -1.317  -0.54
N  -1.795  3.215  1.255  -0.45
C  -9.519  -1.339  0.552  -0.25
C  1.314  -2.486  2.023  -0.15
C  -4.975  -1.906  -3.338  -0.26
C  -5.284  -0.999  -1.206  0.58
C  7.532  -2.465  -1.450  0.44
C  -0.822  1.108  0.497  -0.17
C  3.265  -2.380  0.631  0.29
C  5.991  -1.377  0.566  -0.38
C  -7.366  -1.159  -0.320  0.70
C  8.043  -1.396  -0.734  -0.38
C  7.247  -0.879  0.272  0.45
C  -0.593  3.703  1.338  0.09
C  2.780  4.150  -2.713  -0.41
C  -4.834  -0.284  -0.069  -0.22
C  1.849  -0.441  0.879  0.15
C  0.449  -3.281  2.928  0.78
C  1.918  3.881  -1.513  -0.10
C  2.973  -1.056  0.330  -0.25
C  -3.236  1.457  0.628  -0.21
C  6.283  -2.997  -1.198  -0.34
C  5.504  -2.444  -0.183  0.33
C  -3.465  0.208  0.094  -0.01
C  2.995  2.912  -1.899  -0.43
C  0.571  2.969  1.086  -0.48
C  -1.082  -0.143  -0.097  -0.17
C  -1.931  1.943  0.811  0.24
C  1.030  -1.154  1.751  -0.18
C  0.493  1.626  0.736  0.29
C  2.426  -3.107  1.466  -0.22
C  -5.809  -0.069  0.892  0.12
C  -2.362  -0.579  -0.295  -0.19
H  2.330  4.062  -3.689  0.22
H  1.650  5.544  -0.309  0.41
H  -5.795  -1.334  -3.774  0.20
H  0.884  3.582  -1.689  0.20
H  -4.153  -1.998  -4.044  0.20
H  -2.536  -1.539  -0.751  0.23
H  -0.257  -0.756  -0.423  0.22
H  -5.350  -2.890  -3.052  0.20
H  -0.493  4.731  1.656  0.21
H  2.636  -4.141  1.688  0.25
H  -5.576  0.455  1.810  0.20
H  5.913  -3.832  -1.769  0.24
H  -1.134  -3.161  3.975  0.50
H  2.695  1.960  -2.312  0.22
H  3.864  2.876  -1.262  0.24
H  3.510  4.939  -2.625  0.23
H  -10.459  -1.789  0.243  0.19
H  9.018  -0.992  -0.944  0.25
H  -9.178  -1.774  1.494  0.19
H  -4.050  2.115  0.887  0.23
H  -9.636  -0.262  0.687  0.19
H  3.609  -0.494  -0.338  0.23
H  0.180  -0.684  2.217  0.24
H  2.476  1.474  0.580  0.44
H  5.423  -0.946  1.375  0.25

Calculated total energy: -70605.869 eV
E_LUMO: -0.0147 Ha
Gap between HOMO and LUMO: 8.094 eV
Total charge: 0
SMILES: COc1ncc(-c2ccc3c(Nc4cc(Oc5cc(F)cc(F)c5)cc(C(=O)O)c4)c(S(=O)(=O)NC4CC4)cnc3c2)c(OC)n1

(3)
Below is a molecular structure, CH23MnO14 at a distorted geometry, with properties calculated with ωB97M-V/def2-TZVPD.

Last column: natural (NBO) charge in e.
Positions of all 39 atoms, in Å:
Mn  2.050  1.112  -1.819  1.66
O  2.939  2.394  1.699  -0.79
O  1.274  0.962  0.058  -0.98
O  3.799  -0.230  1.276  -0.95
O  2.496  -2.297  -0.190  -0.97
O  0.573  1.368  2.786  -0.93
O  0.567  -0.411  -1.359  -0.91
O  -0.534  -0.216  0.586  -0.71
O  1.506  -1.469  -3.812  -0.88
O  -2.506  2.469  0.735  -0.96
O  -3.518  -0.527  -0.251  -0.95
O  -1.849  -1.304  -2.831  -0.96
O  -2.574  -0.691  2.835  -0.93
O  -1.510  -2.888  0.360  -0.95
O  -1.917  2.208  -2.009  -0.93
C  0.362  0.104  -0.203  0.97
H  -2.620  -0.480  0.101  0.46
H  -1.815  -3.192  1.221  0.47
H  -1.965  -0.482  2.114  0.46
H  -2.398  1.757  -2.720  0.51
H  -2.764  -1.629  2.737  0.47
H  4.131  0.101  0.437  0.44
H  3.813  2.358  1.274  0.55
H  2.293  -2.886  0.550  0.50
H  0.455  2.203  2.314  0.46
H  -2.552  -1.552  -2.210  0.50
H  1.639  -2.139  -0.612  0.49
H  0.744  0.719  2.098  0.47
H  2.089  -0.713  -3.956  0.42
H  -0.986  -2.092  0.541  0.47
H  -0.991  1.975  -2.166  0.44
H  2.275  1.930  1.095  0.57
H  -1.150  -0.953  -2.273  0.45
H  -1.933  1.820  1.150  0.46
H  -3.958  0.247  0.120  0.49
H  0.906  -1.211  -3.097  0.49
H  2.999  -0.740  1.051  0.51
H  2.942  1.965  2.590  0.60
H  -2.312  2.412  -0.221  0.49

Calculated total energy: -61386.121 eV
E_LUMO (alpha / beta): -0.2967 / -0.3020 Ha
Gap between HOMO and LUMO (alpha / beta): 4.747 / 4.600 eV
ΔE to the lowest compared entry with this formula, charge and spin: 6.575 eV
Total charge: +1
Multiplicity: 6

(4)
Below is a molecular structure, C19H12Cl2NO2S2Tc at a distorted geometry, with properties calculated with ωB97M-V/def2-TZVPD.

Last column: natural (NBO) charge in e.
Positions of all 39 atoms, in Å:
Tc  -0.802  -1.274  0.643  1.33
Cl  -5.076  -4.747  0.985  0.06
Cl  -5.438  -2.172  -0.363  0.02
S  2.763  -1.157  3.056  0.56
S  -0.393  -0.934  3.018  0.12
O  -2.383  -2.089  0.009  -0.74
O  -2.646  -4.229  -0.593  -0.50
N  1.163  -1.104  1.045  -0.60
C  3.438  -1.311  1.443  -0.24
C  -1.321  2.896  -0.775  0.01
C  1.205  -1.047  2.374  -0.10
C  -2.801  0.781  0.274  -0.19
C  -4.397  -3.160  0.691  -0.34
C  -3.031  -3.255  -0.024  0.75
C  -1.426  0.635  0.160  -0.12
C  4.052  -1.538  -1.236  -0.17
C  -0.641  1.720  -0.345  -0.11
C  2.729  -1.386  -0.873  -0.24
C  2.424  -1.275  0.480  0.18
C  -3.454  1.947  -0.132  -0.23
C  -0.584  3.979  -1.302  -0.18
C  0.767  1.711  -0.444  -0.21
C  1.459  2.782  -0.949  -0.16
C  -2.728  2.982  -0.660  -0.11
C  4.767  -1.450  1.076  -0.18
C  5.061  -1.566  -0.271  -0.18
C  0.781  3.927  -1.391  -0.20
H  1.337  4.764  -1.790  0.23
H  1.937  -1.344  -1.611  0.23
H  6.092  -1.677  -0.577  0.24
H  -4.305  -2.640  1.639  0.23
H  -4.529  2.014  -0.041  0.24
H  5.556  -1.465  1.816  0.24
H  4.317  -1.634  -2.280  0.24
H  -3.220  3.887  -0.992  0.23
H  2.539  2.744  -0.999  0.22
H  1.317  0.849  -0.104  0.20
H  -1.123  4.858  -1.632  0.23
H  -3.405  -0.022  0.676  0.23

Calculated total energy: -74389.653 eV
E_LUMO (alpha / beta): -0.2002 / -0.2086 Ha
Gap between HOMO and LUMO (alpha / beta): 6.033 / 5.919 eV
Total charge: +1
Multiplicity: 4